--- i ---
10
Properties=species:S:1:pos:R:3 method="wB97M-V/def2-TZVPD" homo_lumo_gap_ev=8.95
Cs 7.94535 -1.46731 -6.28493
N 3.80363 -3.39649 -5.05969
S 5.01963 -4.19483 -4.69717
O 5.04987 -4.87781 -3.42057
O 6.27832 -3.76356 -5.32620
F 4.61314 -5.49403 -5.66937
S 4.24409 -2.02225 -4.09459
O 5.16005 -1.02345 -4.72530
O 4.37410 -2.18815 -2.62058
F 2.87970 -1.20130 -4.16922

--- ii ---
10
Properties=species:S:1:pos:R:3 method="wB97M-V/def2-TZVPD" homo_lumo_gap_ev=8.96
Cs 2.73339 -1.70595 0.93220
N 0.46200 -0.40958 -0.51244
S -0.96413 -0.81422 -0.05663
O -2.08091 -0.26122 -0.84877
O -1.15920 -1.24221 1.37099
F -0.88409 -2.28995 -0.74587
S 0.28664 1.29682 -0.20836
O -0.63988 1.76326 0.86602
O 0.56403 2.15614 -1.32763
F 1.68215 1.50689 0.53052

Relative energies, in kcal/mol, with the most stable structure set to zero: i 0.0; ii 3.6.

--- i ---
8
Properties=species:S:1:pos:R:3 method="wB97M-V/def2-TZVPD" total_charge=-1 homo_lumo_gap_ev=7.97
C 0.62855 -0.56843 1.33025
C -0.38299 0.38122 -0.93443
O 0.87039 -1.65030 1.66858
O 0.35619 0.57210 1.60629
O 0.60087 -0.57763 -0.64318
H -0.18338 1.40630 -0.47491
H -1.35266 0.20248 -0.45393
H -0.53697 0.23427 -2.09869

--- ii ---
8
Properties=species:S:1:pos:R:3 method="wB97M-V/def2-TZVPD" total_charge=-1 homo_lumo_gap_ev=6.67
C -0.82156 -1.32551 -0.34650
C -2.01826 0.93165 0.49449
O 2.25651 -0.02310 0.32430
O -0.03214 -0.93962 -1.16073
O -2.19110 -0.09308 -0.21307
H -0.81080 0.95616 0.84297
H 1.66054 -0.39029 -0.36911
H 1.95681 0.88379 0.42764

Relative energies, in kcal/mol, with the most stable structure set to zero: i 0.0; ii 61.9.